Entry 1:
C4H6N2O2 | wB97M-V/def2-TZVPD

## Properties
spin multiplicity: 1
max |F|: 0.133 hartree/bohr
charge: 0
energy above the lowest of the compared OMol25 structures with the same formula, charge and spin: 610.7 kJ/mol
HOMO: -9.459 eV

Geometry as XYZ:
```
14
Properties=species:S:1:pos:R:3:forces:R:3
C 0.624395 0.889187 -0.431169 3.23 5.90 1.08
C -0.583329 1.524568 0.296240 -1.73 -2.10 0.95
C -1.369931 0.108342 -0.010669 -4.62 1.32 3.89
C -0.373218 -1.028350 0.182021 -0.59 2.09 -0.83
H 1.437385 -1.773313 -0.897994 3.01 1.92 3.02
H 0.336347 0.841208 -1.497226 0.82 0.49 -0.03
H 1.568100 1.569602 -0.085728 -1.76 -1.66 -1.87
H -1.090514 2.411898 -0.190332 0.79 -1.25 0.41
H -0.564918 1.715019 1.560451 0.35 -0.85 -3.86
H 0.478598 -2.581541 0.577281 -3.21 0.05 -0.72
N 0.811168 -0.358924 0.122527 -2.47 0.25 2.89
N -0.590079 -2.256710 0.306583 3.55 -1.77 0.92
O 1.911684 -1.035283 -0.015542 -0.38 -4.48 -4.67
O -2.595688 -0.025704 0.083558 3.02 0.09 -1.19
```
Positions in Å, forces in eV/Å.



Entry 2:
CH4F3N2 | wB97M-V/def2-TZVPD

## Properties
spin multiplicity: 1
max |F|: 0.063 hartree/bohr
charge: +1
energy above the lowest of the compared OMol25 structures with the same formula, charge and spin: 0.0 kJ/mol
HOMO: -16.493 eV

Geometry as XYZ:
```
10
Properties=species:S:1:pos:R:3:forces:R:3
C -0.725496 -1.132356 -0.287490 0.05 -0.48 -0.14
N 0.212010 -0.381105 0.136994 -1.28 -0.03 1.21
N 1.521928 -0.462093 -0.227897 2.12 1.04 -2.23
F 2.318063 -0.152661 0.810828 -0.56 -0.41 0.55
F 1.848821 -1.711518 -0.615759 -0.58 -0.26 0.59
F 1.368758 2.308620 -0.462864 0.08 0.39 0.04
H -0.503634 -2.013732 -0.883565 0.19 0.15 0.08
H -1.758189 -0.906002 -0.056895 0.09 0.30 0.12
H 1.737537 3.167190 -0.526101 -0.19 -0.43 0.03
H 0.040601 0.487282 0.671979 0.08 -0.28 -0.26
```
Positions in Å, forces in eV/Å.



Entry 3:
C2H6OS | wB97M-V/def2-TZVPD

## Properties
spin multiplicity: 1
max |F|: 0.042 hartree/bohr
SMILES: C=CO.S
charge: 0
energy above the lowest of the compared OMol25 structures with the same formula, charge and spin: 72.1 kJ/mol
HOMO: -8.978 eV

Geometry as XYZ:
```
10
Properties=species:S:1:pos:R:3:forces:R:3
C -0.808303 1.514696 -0.013100 -0.84 -0.45 -0.42
C -1.317056 0.272361 -0.065718 1.30 1.61 0.63
O -0.841498 -0.716542 0.738884 -0.86 0.19 0.13
H -1.085880 2.190422 -0.810598 -0.15 0.28 0.33
H -0.231446 1.877816 0.827470 0.45 -0.11 -0.22
H -2.139367 0.103495 -0.741906 0.16 -0.98 -0.12
H -0.140268 -0.307204 1.280142 -0.30 -0.46 -0.29
S 1.640667 -1.940572 -0.428720 0.52 -0.13 0.16
H 2.891535 -2.302806 -0.062200 -0.27 0.10 -0.19
H 2.031616 -0.691665 -0.724254 -0.03 -0.05 0.00
```
Positions in Å, forces in eV/Å.



Entry 4:
CH6NOSi | wB97M-V/def2-TZVPD

## Properties
spin multiplicity: 1
max |F|: 0.065 hartree/bohr
charge: -1
energy above the lowest of the compared OMol25 structures with the same formula, charge and spin: 227.4 kJ/mol
HOMO: -2.929 eV

Geometry as XYZ:
```
10
Properties=species:S:1:pos:R:3:forces:R:3
C -0.166682 0.609433 -0.718024 -0.88 -2.78 0.05
N 1.880477 -0.954731 0.911474 -0.32 0.73 -3.19
O 1.804445 0.420605 1.481763 0.30 1.22 0.75
Si 0.287359 -0.080368 1.025601 -1.28 0.99 0.87
H 0.256448 0.022319 -1.581966 -0.19 1.20 0.59
H -1.259417 0.471286 -0.727307 -0.07 -0.39 -0.23
H -0.152145 1.673777 -0.669495 1.00 0.80 -0.32
H 1.942177 -1.463600 1.718328 0.29 -2.08 2.57
H -0.639764 1.095324 1.626580 0.41 -0.32 0.12
H -0.585936 -1.176908 1.938735 0.73 0.64 -1.21
```
Positions in Å, forces in eV/Å.



Entry 5:
C13H31O11P2Tl | wB97M-V/def2-TZVPD

## Properties
spin multiplicity: 1
max |F|: 0.093 hartree/bohr
charge: +2
energy above the lowest of the compared OMol25 structures with the same formula, charge and spin: 242.4 kJ/mol
HOMO: -15.378 eV

Geometry as XYZ:
```
58
Properties=species:S:1:pos:R:3:forces:R:3
Tl 0.471671 1.745874 -0.645350 -0.60 -0.35 -0.05
O 4.646442 4.120652 -1.075021 -0.32 -0.03 0.00
C 3.511261 3.552521 -0.853920 0.87 3.93 -1.12
O 2.435837 4.187978 -1.001775 -0.81 -0.57 0.34
O 3.379628 2.399229 -0.555319 -1.11 -3.37 1.03
H 5.182227 3.328900 -1.162547 1.80 -0.08 -0.19
C -6.625838 1.310780 -1.153050 -1.38 -0.80 0.24
C -5.968404 1.061932 0.194383 -1.51 0.06 -0.65
O -4.597553 1.277370 -0.072557 2.95 0.02 1.52
P -3.509316 1.288978 1.090779 -2.21 0.53 0.71
O -2.101752 1.347217 0.654077 0.07 0.07 -0.04
O -4.011207 2.617934 1.957919 0.85 -1.36 -1.81
C -3.243490 3.004034 3.078090 -1.22 -0.48 1.96
C -4.141793 3.773523 4.055048 0.30 -0.37 0.26
O -3.891310 0.041765 2.067764 0.78 1.27 -0.92
C -2.834783 -0.512901 2.905713 0.40 -0.29 0.04
C -3.387162 -0.887605 4.255462 -0.43 -0.27 -0.17
H -6.540661 2.328836 -1.533064 0.51 -0.18 0.05
H -6.360630 0.531549 -1.867592 0.67 0.36 -0.17
H -7.699033 1.127375 -1.100903 -0.22 0.17 0.47
H -6.345626 1.721337 0.976045 0.20 0.33 -0.04
H -6.109317 0.050798 0.576285 -0.03 -0.15 -0.27
H -2.983299 2.074137 3.583749 0.52 -0.15 0.25
H -2.305589 3.520705 2.874378 -0.09 0.21 -0.59
H -4.868407 3.173310 4.602663 -0.36 -0.65 -0.82
H -3.561962 4.040176 4.938665 0.43 0.95 -0.43
H -4.689355 4.571979 3.554312 0.34 0.27 0.30
H -2.438018 -1.395384 2.403819 -0.12 -0.10 -0.22
H -2.006888 0.194808 2.948800 0.02 0.09 0.12
H -3.624587 0.004324 4.835288 -0.18 -0.20 0.10
H -4.261834 -1.516332 4.088848 -0.35 0.35 0.09
H -2.746847 -1.556626 4.830369 0.48 0.37 -0.13
C 5.623575 -1.498900 0.743322 -0.08 -0.84 1.31
C 4.365200 -1.070495 0.074671 -0.28 -0.65 -0.67
O 4.245962 -1.708350 -1.218326 -1.46 1.05 -1.45
P 2.865623 -1.391648 -2.092472 0.11 -2.95 0.60
O 2.295117 -0.055995 -1.841752 -0.37 0.34 0.57
O 1.871704 -2.637090 -1.791189 -0.11 4.76 -0.28
C 2.278392 -3.923355 -1.569541 1.31 -3.03 -0.28
C 1.344764 -4.663998 -0.634671 0.47 -0.20 0.01
O 3.209372 -1.623391 -3.612283 -1.66 -1.83 1.74
C 4.056701 -0.762696 -4.250326 2.12 2.03 0.13
C 3.928135 -0.730527 -5.720173 -0.16 -0.72 -0.56
H 5.547363 -2.559139 0.984533 0.13 -0.33 -0.46
H 6.591431 -1.320709 0.274708 -0.37 0.24 -0.29
H 5.623723 -1.098643 1.757174 0.16 0.55 -0.07
H 3.446226 -1.364223 0.581916 0.11 0.03 0.71
H 4.310783 0.015842 0.003850 -0.04 0.65 -0.47
H 2.190575 -4.470049 -2.508430 0.31 0.06 -0.36
H 3.342092 -3.888828 -1.334070 0.03 -0.50 0.49
H 1.608510 -5.699736 -0.420668 0.75 0.03 -0.35
H 1.334580 -4.203600 0.353268 -0.84 0.29 -0.16
H 0.438505 -4.806586 -1.223270 -0.63 0.63 0.81
H 3.893701 0.219202 -3.806012 0.07 0.45 -0.16
H 5.073714 -1.043799 -3.976910 0.31 0.04 -0.01
H 4.428059 0.166924 -6.084544 -0.15 -0.12 -0.21
H 4.428355 -1.617789 -6.108307 0.01 0.11 -0.36
H 2.885433 -0.791597 -6.031855 0.02 0.33 -0.08
```
Positions in Å, forces in eV/Å.



Entry 6:
C3H4N4O | wB97M-V/def2-TZVPD

## Properties
spin multiplicity: 1
max |F|: 0.120 hartree/bohr
SMILES: [H]/N=C1/C(=N\[H])N=CN1O
charge: 0
energy above the lowest of the compared OMol25 structures with the same formula, charge and spin: 461.9 kJ/mol
HOMO: -9.912 eV

Geometry as XYZ:
```
12
Properties=species:S:1:pos:R:3:forces:R:3
H -0.919946 2.202788 -0.176149 2.10 0.00 -0.18
N 0.131592 1.939224 -0.102541 -2.72 -1.53 0.65
C 0.105267 0.649168 -0.094137 4.89 3.70 0.48
C 1.393259 -0.206395 0.110219 -1.59 -0.62 0.15
N 2.579020 0.114031 0.139343 2.04 1.51 1.50
H 2.750558 1.116002 0.393063 -0.47 -0.80 -1.17
N 1.022178 -1.610904 0.180330 -4.42 0.97 -2.60
C -0.253488 -1.555492 -0.231275 0.88 -1.24 0.74
N -0.821758 -0.214916 -0.417823 -4.60 -3.60 0.27
O -1.966416 -0.083235 0.530421 -2.88 0.31 -1.07
H -1.018859 -2.436397 -0.492863 2.14 2.01 1.00
H -3.001405 0.086125 0.161408 4.62 -0.71 0.23
```
Positions in Å, forces in eV/Å.



Entry 7:
C5H10O2 | wB97M-V/def2-TZVPD

## Properties
spin multiplicity: 1
max |F|: 0.008 hartree/bohr
charge: 0
energy above the lowest of the compared OMol25 structures with the same formula, charge and spin: 568.6 kJ/mol
HOMO: -7.208 eV

Geometry as XYZ:
```
17
Properties=species:S:1:pos:R:3:forces:R:3
O 2.407586 0.331517 -0.386057 -0.06 0.25 0.00
C 1.470599 -0.509646 0.232709 -0.22 -0.19 0.11
C 0.195639 -0.617025 -0.568562 0.19 -0.10 -0.03
C -0.964120 -1.400098 0.048956 -0.02 -0.15 0.04
C -1.676879 -0.055962 0.249494 -0.22 -0.06 0.13
C -0.373439 2.063091 0.015662 0.38 -0.03 -0.08
O -0.650465 0.637454 -0.504675 -0.09 0.10 -0.05
H 2.020591 1.222025 -0.378126 0.10 -0.05 -0.02
H 1.240833 -0.196291 1.263863 0.03 0.00 -0.14
H 1.913599 -1.511756 0.287168 -0.09 0.12 0.00
H 0.420655 -0.803133 -1.620824 -0.06 0.06 0.13
H -0.715373 -1.926014 0.974247 -0.03 0.08 -0.15
H -1.462230 -2.082427 -0.640739 0.09 0.10 0.09
H -1.682499 0.331572 1.269421 -0.02 -0.08 -0.12
H -2.647082 0.101543 -0.223368 0.12 -0.06 0.08
H 0.362368 1.897160 0.825582 -0.08 0.07 -0.08
H 0.140221 2.517983 -0.844757 -0.01 -0.05 0.11
```
Positions in Å, forces in eV/Å.



Entry 8:
C3F6O6 | wB97M-V/def2-TZVPD

## Properties
spin multiplicity: 1
max |F|: 0.124 hartree/bohr
charge: 0
HOMO: -12.498 eV

Geometry as XYZ:
```
15
Properties=species:S:1:pos:R:3:forces:R:3
C 1.883573 3.121111 -0.005914 -0.67 -0.25 -0.70
C -1.215697 -2.690609 2.349187 3.45 3.54 2.69
C 0.703130 0.050707 -0.860732 -0.87 -3.65 -1.90
O 2.959685 2.756515 -0.200138 2.30 -0.29 -0.35
O -1.867856 -3.428597 1.842815 -3.82 -4.13 -2.98
O -0.515984 -1.946076 2.891015 0.38 0.60 0.26
O -0.079579 0.649313 -1.789023 0.28 2.75 0.36
O 1.144689 0.665241 -0.002546 1.40 1.52 2.30
O 0.852872 -1.273423 -1.184061 -0.48 -0.34 -0.86
F 1.261707 3.055455 1.109263 -0.92 0.43 1.43
F -4.051992 -1.781938 0.037942 2.15 1.95 -0.51
F 1.080955 3.583222 -0.929596 -0.56 0.45 -0.26
F -0.984632 0.020254 -2.603389 -0.16 -1.62 -0.26
F -2.980815 -0.804904 -0.219312 -2.14 -1.95 0.52
F 1.809944 -1.976264 -0.435518 -0.33 0.98 0.26
```
Positions in Å, forces in eV/Å.